Entry P
Molecular formula: C6H15NO
Method: DFT, ωB97M-V/def2-TZVPD

Computed properties:
**Kohn-Sham gap**: 10.810 eV
**SMILES string**: CCC(N)=O.CCC
**Net charge**: 0
**Highest occupied orbital energy**: -9.98 eV

Last column: Mulliken charge in e.
Geometry (Å):
1 C -0.206 2.294 1.146  -0.59
2 H -0.919 3.043 1.496  0.37
3 H -0.588 -1.925 0.671  0.26
4 O 0.464 0.048 2.006  -0.57
5 H 1.568 -1.034 -0.286  0.30
6 H -0.358 3.091 -0.909  0.40
7 C -0.314 2.154 -0.378  -1.06
8 C 0.764 -1.370 -0.959  0.43
9 H -2.339 1.502 2.166  0.18
10 H -1.757 0.226 3.166  0.23
11 H 0.222 -0.465 -1.247  -0.18
12 C 1.422 -1.752 -2.301  -1.12
13 H 0.691 1.876 -0.758  0.21
14 H -0.903 -2.700 -0.974  0.32
15 C -0.344 0.919 1.823  0.58
16 N -1.602 0.860 2.394  -0.40
17 H -1.080 1.404 -0.592  0.32
18 C -0.153 -2.334 -0.244  -1.21
19 H 1.023 -1.149 -3.133  0.30
20 H 2.504 -1.623 -2.202  0.27
21 H 1.009 -2.728 -2.557  0.30
22 H 0.250 -3.245 0.199  0.32
23 H 0.646 2.910 1.474  0.35



Entry Q
Molecular formula: C6H15NO
Method: DFT, ωB97M-V/def2-TZVPD

Computed properties:
**Kohn-Sham gap**: 9.439 eV
**SMILES string**: CC(C)CNCCO
**Net charge**: 0
**Highest occupied orbital energy**: -8.59 eV

Last column: Mulliken charge in e.
Geometry (Å):
1 C -1.535 -0.584 2.068  -1.65
2 C 0.469 -1.159 0.704  -1.08
3 H 0.896 -0.988 1.683  0.38
4 H -1.774 -1.584 2.463  0.33
5 H -2.459 -0.006 2.102  0.41
6 H -0.840 -0.176 2.794  0.42
7 H 2.828 0.991 -0.216  0.36
8 H 1.449 1.360 0.653  0.23
9 H -2.932 -1.259 -0.191  0.41
10 C -1.871 -1.509 -0.213  -1.68
11 C -0.995 -0.626 0.641  1.39
12 C 1.270 1.686 -1.430  -0.56
13 H -0.636 1.617 -1.883  0.31
14 H -1.533 -1.569 -1.257  0.35
15 C 1.752 0.808 -0.245  -0.55
16 N 1.420 -0.628 -0.286  -0.28
17 H 1.826 2.622 -1.435  0.29
18 O -0.126 2.135 -1.271  -0.52
19 H -1.854 -2.567 0.096  0.38
20 H 0.435 -2.195 0.354  0.37
21 H 1.158 -0.779 -1.251  0.28
22 H -1.018 0.390 0.259  0.08
23 H 1.196 1.163 -2.383  0.34



Entry R
Molecular formula: C6H15NO
Method: DFT, ωB97M-V/def2-TZVPD

Computed properties:
**Kohn-Sham gap**: 8.714 eV
**Net charge**: 0
**Highest occupied orbital energy**: -7.72 eV

Last column: Mulliken charge in e.
Geometry (Å):
1 N 1.062 -1.233 0.169  -0.42
2 C -1.495 0.588 -0.730  0.25
3 H -1.018 -0.159 2.159  0.28
4 H -0.822 1.559 1.871  0.36
5 H 3.038 -1.733 -0.391  0.45
6 C 2.729 0.448 -0.618  -0.43
7 H 1.916 1.163 -0.701  0.20
8 O 3.057 0.063 0.717  -0.42
9 H -2.870 1.085 0.850  0.31
10 H 0.581 0.656 2.315  0.32
11 H -0.334 -0.169 -2.350  0.29
12 H 0.291 -0.956 -0.644  0.28
13 C -2.829 0.490 -0.061  -1.24
14 H -1.069 1.580 -0.802  0.33
15 C -1.000 -0.410 -1.530  -0.93
16 H 0.974 -2.053 0.757  0.25
17 C -0.346 0.589 1.739  -1.41
18 H 3.572 0.587 -1.287  0.29
19 H -3.599 0.858 -0.747  0.36
20 H -3.072 -0.544 0.185  0.32
21 C 2.408 -0.889 -0.120  -0.09
22 H -1.557 -1.338 -1.615  0.37
23 H 0.384 -0.180 0.834  0.28



Energy ordering: entry P at the bottom, the next structure 0.0174 hartree above.



Entry P
Molecular formula: C6H15NO
Method: DFT, ωB97M-V/def2-TZVPD

Computed properties:
**Kohn-Sham gap**: 10.279 eV
**SMILES string**: C=CCCCCN.O
**Net charge**: 0
**Highest occupied orbital energy**: -9.36 eV

Last column: Mulliken charge in e.
Geometry (Å):
1 C 0.758 0.981 1.240  -0.13
2 H -2.108 0.577 -1.793  0.29
3 H 2.358 -0.243 0.772  0.22
4 H -0.248 0.018 -1.214  -0.08
5 C -0.071 -1.339 0.499  -0.73
6 H 2.288 2.170 -0.811  0.38
7 H -1.367 0.122 1.213  0.26
8 H -3.572 -0.441 -1.987  0.34
9 C -2.576 -0.333 -1.749  -0.86
10 H 0.788 1.832 1.881  0.48
11 H -0.513 -2.240 0.944  0.38
12 O 1.697 2.855 -1.279  -0.64
13 C -1.929 -1.425 -1.248  -0.28
14 H -0.173 -0.423 2.599  0.29
15 H 0.836 2.701 -1.362  0.26
16 H 2.563 0.366 2.276  0.21
17 H 0.252 -1.755 -1.522  0.31
18 C -0.287 -0.137 1.514  -0.46
19 H 0.667 1.393 0.275  -0.30
20 N 2.188 0.511 1.358  -0.54
21 H -2.167 -2.403 -1.295  0.46
22 H 1.028 -1.684 0.606  0.35
23 C -0.411 -1.102 -0.915  -0.20



Entry Q
Molecular formula: C6H15NO
Method: DFT, ωB97M-V/def2-TZVPD

Computed properties:
**Kohn-Sham gap**: 3.084 eV
**Net charge**: 0
**Highest occupied orbital energy**: -7.62 eV

Last column: Mulliken charge in e.
Geometry (Å):
1 H -0.726 -2.025 2.391  0.49
2 N 0.452 -2.414 0.698  -0.33
3 C -0.996 -0.400 0.965  -0.33
4 H -1.429 -1.252 -0.859  0.47
5 H 0.629 -3.346 1.104  0.28
6 H -2.155 0.366 -0.755  0.43
7 C -1.260 -0.211 -0.567  -0.84
8 H -1.597 2.682 -0.546  0.22
9 H 0.025 -0.200 -2.392  0.43
10 H 2.874 1.609 0.027  0.39
11 O -0.802 2.573 -0.032  -0.65
12 C -0.029 0.287 -1.416  -0.55
13 C 1.795 1.493 -0.038  -1.18
14 H 2.083 0.203 -1.645  0.36
15 H 1.250 2.359 -0.408  0.28
16 C 1.388 0.215 -0.792  -0.31
17 H -1.924 -0.218 1.508  0.31
18 H -0.227 0.314 1.238  0.16
19 H 1.652 -0.654 -0.195  0.20
20 C -0.667 -1.869 1.290  -0.69
21 H -1.591 -2.422 0.998  0.42
22 H 1.428 1.540 0.999  0.28
23 H -0.173 1.368 -1.574  0.17



Entry R
Molecular formula: C6H15NO
Method: DFT, ωB97M-V/def2-TZVPD

Computed properties:
**Kohn-Sham gap**: 10.039 eV
**SMILES string**: CCNCC(C)(C)O
**Net charge**: 0
**Highest occupied orbital energy**: -9.09 eV

Last column: Mulliken charge in e.
Geometry (Å):
1 H 1.498 -2.551 1.700  0.29
2 C 0.234 -2.283 -0.058  -0.51
3 H 0.508 2.918 -1.141  0.42
4 O 0.553 1.542 1.127  -0.65
5 H -0.684 -2.617 0.427  0.35
6 C 1.382 -2.936 0.666  -1.16
7 H -0.227 1.663 -2.123  0.34
8 H -1.410 3.371 0.137  0.40
9 N 0.423 -0.842 0.146  -0.30
10 C -1.629 2.324 0.319  -1.59
11 H -1.473 -0.220 0.788  0.51
12 H 0.197 -2.586 -1.092  0.34
13 C -0.768 -0.007 -0.019  -0.99
14 H 2.331 -2.746 0.117  0.28
15 H 1.312 1.422 -1.310  0.38
16 H 1.068 0.722 1.114  0.44
17 H 1.214 -0.476 -0.391  0.23
18 H 1.200 -4.013 0.704  0.39
19 C 0.327 1.845 -1.215  -1.65
20 C -0.358 1.433 0.063  1.43
21 H -1.998 2.199 1.345  0.38
22 H -2.453 2.035 -0.329  0.33
23 H -1.249 -0.197 -0.975  0.35



Energy ordering: entry R at the bottom, the next structure 0.0826 hartree above.



Entry P
Molecular formula: C6H15NO
Method: DFT, ωB97M-V/def2-TZVPD

Computed properties:
**Kohn-Sham gap**: 3.768 eV
**Net charge**: 0
**Highest occupied orbital energy**: -6.96 eV

Last column: Mulliken charge in e.
Geometry (Å):
1 C -2.616 -0.306 -1.244  -0.53
2 C -1.733 1.446 0.261  -0.21
3 C -0.320 1.166 -0.267  -0.79
4 O 3.000 -2.126 0.667  -0.90
5 H 0.680 1.412 1.940  0.64
6 C 0.457 -0.605 1.127  -0.69
7 H -2.154 0.587 -1.690  0.53
8 H 0.074 2.018 -0.901  0.18
9 H 2.510 0.420 0.103  0.26
10 N -2.890 0.947 -0.504  -0.36
11 H 2.238 -1.270 -0.673  0.44
12 C 1.896 -0.165 -0.695  -1.46
13 C 0.410 -0.150 -0.290  1.12
14 H 1.383 -1.251 1.246  0.35
15 H -0.094 -0.858 -0.907  0.13
16 H 2.079 0.312 -1.664  0.42
17 H -1.976 2.407 0.565  0.47
18 H -1.095 1.026 1.064  0.15
19 H 3.625 -2.617 1.137  0.13
20 H -2.108 -1.228 -0.818  0.10
21 H -0.422 -1.043 1.578  0.27
22 H 0.625 0.513 1.623  -0.52
23 H -3.569 -0.635 -1.658  0.26



Entry Q
Molecular formula: C6H15NO
Method: DFT, ωB97M-V/def2-TZVPD

Computed properties:
**Kohn-Sham gap**: 8.767 eV
**SMILES string**: CC/C(C)=C(/C)N.O
**Net charge**: 0
**Highest occupied orbital energy**: -7.95 eV

Last column: Mulliken charge in e.
Geometry (Å):
1 O -1.167 -0.688 2.919  -0.69
2 C -0.292 1.738 -0.187  -0.64
3 C 0.940 1.906 -1.091  -0.98
4 H -1.040 -0.850 -1.951  0.48
5 C 0.376 -0.601 0.306  0.47
6 H 0.667 1.468 -2.098  0.25
7 H 1.183 2.997 -1.239  0.35
8 H -1.946 0.621 -1.838  0.39
9 H -0.151 2.041 0.901  0.26
10 H 1.832 0.536 1.145  0.17
11 H -0.565 -2.428 -0.341  0.41
12 C 0.400 -2.020 -0.037  -1.64
13 H 1.882 1.568 -0.696  0.33
14 C -1.608 -0.288 -1.284  -1.66
15 H -1.216 2.296 -0.653  0.31
16 H 0.800 -2.615 0.877  0.41
17 N 1.465 -0.349 1.194  -0.55
18 H 1.079 -2.219 -0.972  0.24
19 H -0.502 -0.265 2.305  0.38
20 H -1.583 -1.305 2.306  0.31
21 C -0.475 0.211 -0.359  0.87
22 H -2.338 -0.742 -0.613  0.33
23 H 2.261 -1.013 1.407  0.20



Energy ordering: entry Q at the bottom, the next structure 0.4950 hartree above.